Entry from the OMol25 dataset: a molecular structure, C16H32KO8S4 at a distorted geometry (wB97M-V/def2-TZVPD).

Structure (XYZ):
```
61
Properties=species:S:1:pos:R:3:forces:R:3:lowdin_charge:R:1
H 6.328615 2.196216 -2.194545 -0.18 -0.13 -0.05 0.121
H -2.486091 -0.918732 0.958217 0.00 0.23 -0.10 0.089
H 1.623249 -4.799015 -3.100853 -0.39 0.07 0.01 0.119
S -0.259832 -2.698342 -1.562006 0.37 -0.65 -0.35 0.697
C 0.727187 1.930223 4.995313 0.00 0.03 -0.89 -0.199
H -1.138212 2.268999 5.934820 -0.17 -0.22 0.29 0.126
H -5.895172 0.394353 -1.375182 0.23 0.21 0.41 0.104
H 6.264926 3.603990 -1.213549 -0.24 0.19 0.01 0.118
C 1.741955 -3.714721 -3.027197 -0.03 -0.51 0.27 -0.205
H 0.694950 -3.459708 -4.889805 0.33 0.47 -0.20 0.123
H 2.756755 -3.541503 -3.383521 0.09 0.23 0.38 0.118
C -5.895315 -0.949325 0.402735 0.09 -0.23 -0.37 -0.195
H 4.960927 3.736259 -3.444244 -0.20 0.06 -0.12 0.119
H -4.615088 0.400991 1.572447 0.10 0.05 -0.28 0.117
H 1.125099 -1.922312 -4.009050 -0.20 0.02 -0.31 0.119
C 0.162352 2.561022 3.701075 -1.05 -0.18 0.42 -0.196
S -1.133738 1.378137 3.168053 -0.49 -0.20 0.11 0.706
H 2.053882 -2.279954 -1.504321 -0.20 0.09 0.24 0.090
C 0.770076 -2.950609 -3.927415 -0.33 -0.19 -0.49 -0.222
C -0.609073 -3.063216 -3.294840 0.36 -1.06 1.27 -0.206
H 2.477994 2.588949 -2.736176 -0.12 -0.15 -0.70 0.092
C -5.530884 -0.579200 -1.042520 0.12 0.34 -0.54 -0.196
O 4.200647 -0.140788 -1.771654 -0.49 -0.04 0.15 -0.323
O 2.440506 1.130609 -0.501088 -0.22 0.03 -0.19 -0.407
O -0.253247 -1.249184 -1.448782 -0.24 0.24 0.47 -0.456
H -0.450080 3.434118 3.938416 0.17 0.10 0.10 0.104
H -6.819421 -0.455822 0.694444 0.16 0.21 0.19 0.117
H 1.721693 -3.819269 -0.734208 -0.18 -0.38 -0.21 0.108
S -3.700845 -0.513948 -1.132290 -1.23 0.98 1.63 0.685
O -0.611677 0.483035 2.133771 -0.11 0.47 0.20 -0.421
H -2.185474 0.078930 5.029500 -0.25 0.49 -0.18 0.114
O -3.207286 -1.384068 -2.144614 0.47 -0.59 -0.74 -0.312
C 5.634900 2.810103 -1.612800 0.75 -0.53 -0.49 -0.220
H -0.572275 -0.405740 4.556338 0.03 0.03 0.09 0.108
H -4.775711 -1.179593 2.253454 0.02 -0.12 -0.08 0.121
C -0.512037 1.401378 5.712401 0.09 0.02 0.51 -0.230
K -0.409965 1.169020 -0.541751 -0.11 -0.21 0.06 0.854
O -1.006928 -3.523049 -0.638097 0.07 0.64 -0.25 -0.310
H 5.568646 1.160425 -0.054830 0.44 0.33 0.21 0.105
H -5.916029 -1.249604 -1.810484 0.31 -0.38 0.21 0.103
H -0.810535 -4.140331 -3.293244 -0.40 0.11 0.05 0.116
C 1.480392 -3.205679 -1.596225 0.50 0.74 -0.50 -0.191
H 4.002557 4.152425 -2.006735 0.00 0.15 -0.17 0.116
H 1.395669 1.112284 4.719297 0.09 0.00 0.14 0.121
H 3.784261 1.560125 -3.601708 -0.41 0.17 -0.33 0.104
H -3.569618 -2.223314 0.419915 0.30 0.00 0.07 0.117
O -2.375808 2.082542 2.888312 0.84 -0.38 0.15 -0.322
H -6.110613 -2.018864 0.445070 0.09 -0.03 -0.02 0.117
C -3.469534 -1.139733 0.552061 -0.04 -0.88 -0.85 -0.220
H -1.503244 -2.527324 -3.592926 0.28 0.37 -0.26 0.096
O -3.295770 0.889092 -1.118675 0.30 -0.38 -0.19 -0.375
H 4.607195 2.710845 0.227299 -0.08 -0.44 0.39 0.106
C -1.205509 0.462124 4.761519 0.51 -0.12 -1.24 -0.204
S 3.645050 1.111381 -1.311584 1.12 0.83 -0.44 0.699
C 4.506840 3.344948 -2.539020 0.45 -0.05 0.87 -0.203
H -0.292208 0.838340 6.620224 0.12 0.35 0.12 0.127
C 3.500498 2.232795 -2.799261 0.35 -0.57 1.62 -0.180
H 0.810094 2.829748 2.872938 0.25 -0.39 0.02 0.102
H 1.283588 2.659201 5.577397 -0.02 0.04 0.04 0.120
C -4.678291 -0.655638 1.300910 -0.64 0.51 0.64 -0.222
C 5.025006 1.995976 -0.480728 -1.39 0.20 -0.82 -0.199
```
Positions in Å, forces in eV/Å.

Output
Net charge: +1
Energy above the lowest of the compared OMol25 structures with the same formula, charge and spin, eV: 0.261
E, eV: -93152.33669
E_LUMO, eV: -2.3
Spin multiplicity: 1